(1)
This record from OMol25 describes C44H55Cl4GeO5P2RbSi as an isolated structure. The level of theory is the ωB97M-V functional and the def2-TZVPD basis.

CARTESIAN COORDINATES (ANGSTROEM)
Rb1 -0.248 -0.076 -0.338
C1 -1.562 2.150 -4.727
C2 -0.947 1.093 -3.803
C3 0.284 0.480 -4.481
C4 -1.979 -0.012 -3.541
O1 -0.503 1.654 -2.594
Ge1 -1.347 3.044 -1.607
O2 -0.021 2.824 -0.247
C5 1.304 3.288 -0.313
C6 2.240 2.180 -0.809
C7 1.726 3.694 1.102
C8 1.439 4.501 -1.244
O3 -2.426 1.749 -0.766
C9 -3.414 1.978 0.211
C10 -4.120 3.324 0.000
C11 -2.784 1.949 1.605
C12 -4.438 0.849 0.090
H1 -1.804 1.721 -5.703
H2 -0.862 2.976 -4.868
H3 -2.480 2.552 -4.290
H4 0.020 -0.030 -5.412
H5 0.731 -0.242 -3.794
H6 1.014 1.264 -4.700
H7 -2.373 -0.408 -4.481
H8 -2.800 0.385 -2.943
H9 -1.524 -0.840 -2.992
H10 2.262 1.352 -0.094
H11 3.266 2.548 -0.906
H12 1.891 1.815 -1.778
H13 1.666 2.829 1.766
H14 1.058 4.471 1.480
H15 2.753 4.069 1.122
H16 1.199 4.216 -2.271
H17 2.458 4.897 -1.225
H18 0.750 5.290 -0.935
H19 -3.417 4.149 0.140
H20 -4.943 3.449 0.707
H21 -4.517 3.380 -1.016
H22 -1.971 2.676 1.661
H23 -2.382 0.953 1.808
H24 -3.527 2.166 2.377
H25 -4.918 0.888 -0.891
H26 -5.207 0.922 0.864
H27 -3.942 -0.119 0.185
O4 1.613 -1.191 1.194
P1 2.752 -2.052 0.809
C13 2.219 -3.532 -0.113
P2 1.385 -3.301 -1.709
O5 0.851 -1.937 -1.946
C14 2.622 -3.743 -2.963
C15 3.341 -4.934 -2.912
C16 4.262 -5.235 -3.902
C17 4.464 -4.350 -4.954
C18 3.739 -3.169 -5.017
C19 2.818 -2.866 -4.024
C20 0.115 -4.571 -1.828
C21 -0.830 -4.375 -2.833
C22 -1.862 -5.281 -3.001
C23 -1.957 -6.383 -2.163
C24 -1.019 -6.580 -1.161
C25 0.020 -5.677 -0.993
C26 3.575 -2.833 2.221
C27 2.971 -2.704 3.465
C28 3.528 -3.328 4.574
C29 4.682 -4.085 4.438
C30 5.283 -4.226 3.192
C31 4.730 -3.603 2.086
C32 4.054 -1.186 -0.105
C33 5.213 -0.757 0.539
C34 6.149 0.003 -0.146
C35 5.933 0.343 -1.474
C36 4.769 -0.059 -2.111
C37 3.827 -0.812 -1.429
H28 1.502 -3.970 0.592
H29 3.062 -4.219 -0.215
H30 3.173 -5.638 -2.104
H31 4.820 -6.162 -3.858
H32 5.186 -4.584 -5.726
H33 3.889 -2.481 -5.839
H34 2.244 -1.947 -4.061
H35 -0.772 -3.487 -3.453
H36 -2.608 -5.113 -3.767
H37 -2.779 -7.078 -2.277
H38 -1.108 -7.422 -0.487
H39 0.724 -5.831 -0.186
H40 2.065 -2.117 3.554
H41 3.050 -3.214 5.538
H42 5.117 -4.570 5.303
H43 6.183 -4.818 3.085
H44 5.203 -3.708 1.115
H45 5.381 -1.009 1.578
H46 7.045 0.336 0.363
H47 6.665 0.939 -2.005
H48 4.577 0.231 -3.137
H49 2.890 -1.063 -1.909
Cl1 -3.601 -3.211 2.923
Si1 -2.040 -2.364 1.703
Cl2 -0.541 -3.968 2.083
Cl3 -2.733 -3.083 -0.255
Cl4 2.215 1.969 5.079
C38 1.465 0.456 5.497
C39 1.842 -0.156 6.673
C40 1.273 -1.372 7.039
C41 0.327 -1.968 6.203
C42 -0.044 -1.361 5.027
C43 0.503 -0.111 4.617
C44 0.096 0.480 3.423
H50 2.582 0.320 7.303
H51 1.565 -1.844 7.968
H52 -0.120 -2.917 6.474
H53 -0.773 -1.834 4.380
H54 -0.556 -0.085 2.768
H55 0.445 1.455 3.120

Net charge: -1
Largest force on an atom: 0.8 eV/A
Multiplicity: 2
Expectation value of S²: 0.79
Kohn-Sham gap (spin up / spin down): 6.3724 / 6.1517 eV

These are the Mulliken partial charges, in e, on atoms 1 to 99:
1. Rb 0.12
2. C -2.02
3. C 1.50
4. C -1.46
5. C -0.90
6. O 1.18
7. Ge -1.45
8. O 0.35
9. C 1.75
10. C -0.80
11. C -1.67
12. C -2.10
13. O 0.58
14. C 1.34
15. C -2.02
16. C -0.85
17. C -1.59
18. H 0.42
19. H 0.38
20. H 0.40
21. H 0.47
22. H -0.01
23. H 0.44
24. H 0.47
25. H -0.04
26. H -0.02
27. H -0.06
28. H 0.49
29. H 0.03
30. H 0.12
31. H 0.47
32. H 0.34
33. H 0.39
34. H 0.46
35. H 0.42
36. H 0.43
37. H 0.44
38. H 0.38
39. H 0.08
40. H -0.16
41. H 0.55
42. H 0.41
43. H 0.37
44. H 0.16
45. O 0.33
46. P 1.55
47. C -0.80
48. P 0.69
49. O -0.53
50. C 0.74
51. C -0.95
52. C -0.76
53. C -0.46
54. C -0.83
55. C -0.05
56. C 0.84
57. C -0.48
58. C -0.64
59. C -0.48
60. C -0.69
61. C -0.31
62. C -0.18
63. C -0.30
64. C -0.18
65. C -0.59
66. C -0.78
67. C -0.38
68. C 0.32
69. C -0.58
70. C -0.81
71. C -0.63
72. C -0.71
73. C -0.14
74. H -0.30
75. H 0.76
76. H 0.44
77. H 0.41
78. H 0.39
79. H 0.46
80. H 0.31
81. H 0.19
82. H 0.40
83. H 0.37
84. H 0.41
85. H 0.39
86. H 0.06
87. H 0.40
88. H 0.40
89. H 0.39
90. H 0.42
91. H 0.51
92. H 0.43
93. H 0.38
94. H 0.51
95. H 0.19
96. Cl -0.40
97. Si 0.39
98. Cl -0.41
99. Cl -0.34



(2)
This record from OMol25 describes a 11-piece molecular cluster, C44H55F21N4O14 overall at a distorted geometry. The level of theory is the ωB97M-V functional and the def2-TZVPD basis.

CARTESIAN COORDINATES (ANGSTROEM)
C1 -9.411 10.659 2.145
C2 -9.764 9.807 3.359
O1 -9.609 10.624 4.531
C3 -9.319 9.968 5.632
O2 -9.437 8.795 5.796
C4 -8.827 10.846 6.803
F1 -7.628 10.443 7.207
F2 -8.741 12.146 6.454
F3 -9.680 10.752 7.831
H1 -10.258 11.257 1.817
H2 -9.060 10.028 1.331
H3 -8.598 11.327 2.432
H4 -9.138 8.923 3.330
H5 -10.820 9.557 3.302
C5 -0.427 10.361 0.873
C6 -1.762 9.663 0.724
O3 -1.776 8.492 1.520
C7 -2.923 7.851 1.616
O4 -3.906 8.053 0.981
C8 -2.813 6.772 2.695
F4 -2.091 5.738 2.257
F5 -2.192 7.279 3.772
F6 -4.014 6.340 3.064
H6 -0.394 11.348 0.419
H7 0.380 9.739 0.469
H8 -0.158 10.523 1.922
H9 -1.977 9.421 -0.317
H10 -2.558 10.387 0.944
C9 -11.271 7.043 7.947
C10 -12.259 6.145 7.262
O5 -12.557 6.575 5.939
C11 -11.703 6.239 5.032
O6 -10.648 5.688 5.198
C12 -12.195 6.631 3.630
F7 -11.138 7.053 2.939
F8 -12.702 5.552 3.004
F9 -13.134 7.574 3.600
H11 -10.394 7.211 7.317
H12 -10.895 6.586 8.862
H13 -11.674 8.033 8.162
H14 -13.200 6.095 7.810
H15 -11.913 5.106 7.268
C13 -8.542 -3.810 -2.009
C14 -9.673 -2.922 -1.521
O7 -9.273 -1.547 -1.715
C15 -10.207 -0.637 -1.600
O8 -11.370 -0.839 -1.468
C16 -9.619 0.790 -1.538
F10 -8.763 1.016 -2.548
F11 -10.588 1.690 -1.598
F12 -8.943 0.925 -0.393
H16 -7.774 -3.998 -1.262
H17 -8.056 -3.367 -2.879
H18 -8.949 -4.766 -2.343
H19 -9.880 -3.036 -0.455
H20 -10.607 -3.149 -2.033
C17 -8.286 4.383 -2.416
C18 -9.277 5.537 -2.431
O9 -10.601 5.047 -2.132
C19 -11.356 4.740 -3.150
O10 -11.060 4.749 -4.296
C20 -12.727 4.214 -2.670
F13 -12.759 2.890 -2.779
F14 -12.981 4.538 -1.396
F15 -13.701 4.743 -3.427
H21 -8.176 4.024 -1.393
H22 -7.322 4.657 -2.843
H23 -8.643 3.544 -3.019
H24 -9.219 6.093 -3.366
H25 -9.043 6.212 -1.610
C21 -6.056 6.084 -6.747
C22 -6.227 5.685 -5.311
O11 -6.703 6.747 -4.468
C23 -5.908 7.239 -3.534
O12 -4.773 6.930 -3.327
C24 -6.680 8.289 -2.710
F16 -7.777 8.712 -3.338
F17 -7.071 7.676 -1.584
F18 -5.926 9.330 -2.407
H26 -5.261 6.819 -6.877
H27 -6.948 6.548 -7.170
H28 -5.875 5.152 -7.280
H29 -5.341 5.198 -4.906
H30 -7.007 4.921 -5.233
C25 -10.624 2.277 5.801
C26 -10.355 2.015 4.330
O13 -11.550 2.265 3.577
C27 -11.623 1.712 2.398
O14 -10.744 1.138 1.813
C28 -12.934 2.042 1.659
F19 -12.655 2.498 0.444
F20 -13.655 0.917 1.538
F21 -13.671 2.938 2.308
H31 -11.259 1.498 6.222
H32 -11.170 3.220 5.892
H33 -9.682 2.332 6.337
H34 -10.059 0.971 4.194
H35 -9.516 2.612 3.971
C29 -4.296 2.969 -0.489
C30 -3.099 2.569 -1.141
C31 -2.790 3.561 -2.038
N1 -3.727 4.535 -1.946
C32 -4.677 4.172 -1.010
H36 -4.839 2.502 0.318
H37 -2.517 1.678 -0.993
H38 -1.937 3.609 -2.695
H39 -3.657 5.410 -2.436
H40 -5.473 4.848 -0.752
C33 -5.963 9.244 4.008
C34 -4.740 9.405 4.705
C35 -4.590 8.334 5.546
N2 -5.691 7.553 5.401
C36 -6.534 8.101 4.486
H41 -6.436 9.969 3.364
H42 -4.077 10.256 4.728
H43 -3.737 8.037 6.129
H44 -5.917 6.715 5.914
H45 -7.496 7.630 4.368
C37 -7.428 5.391 1.192
C38 -8.694 5.783 1.703
C39 -9.405 4.653 1.993
N3 -8.631 3.574 1.642
C40 -7.447 4.026 1.157
H46 -6.683 6.053 0.782
H47 -9.071 6.772 1.905
H48 -10.402 4.534 2.380
H49 -8.920 2.614 1.698
H50 -6.689 3.359 0.789
C41 -5.844 3.544 5.897
C42 -6.604 4.166 6.928
C43 -7.645 4.826 6.341
N4 -7.588 4.578 4.992
C44 -6.524 3.768 4.734
H51 -4.892 3.057 6.010
H52 -6.415 4.229 7.989
H53 -8.556 5.275 6.701
H54 -8.208 4.970 4.300
H55 -6.272 3.533 3.711

SMILES: CCOC(=O)C(F)(F)F.CCOC(=O)C(F)(F)F.CCOC(=O)C(F)(F)F.CCOC(=O)C(F)(F)F.CCOC(=O)C(F)(F)F.CCOC(=O)C(F)(F)F.CCOC(=O)C(F)(F)F.c1cc[nH]c1.c1cc[nH]c1.c1cc[nH]c1.c1cc[nH]c1
Largest force on an atom: 1.9 eV/A
Kohn-Sham gap: 8.5603 eV

These are the Mulliken partial charges, in e, on atoms 1 to 99:
1. C -1.43
2. C 0.89
3. O -0.35
4. C 0.49
5. O -0.49
6. C 0.75
7. F -0.22
8. F -0.26
9. F -0.25
10. H 0.40
11. H 0.24
12. H 0.36
13. H -0.49
14. H 0.32
15. C -1.26
16. C -0.10
17. O -0.27
18. C 0.35
19. O -0.49
20. C 0.89
21. F -0.29
22. F -0.27
23. F -0.06
24. H 0.38
25. H 0.31
26. H 0.32
27. H 0.27
28. H 0.29
29. C -0.60
30. C -0.10
31. O -0.31
32. C 0.31
33. O -0.07
34. C 0.60
35. F -0.11
36. F -0.24
37. F -0.30
38. H -0.15
39. H 0.42
40. H 0.30
41. H 0.40
42. H -0.01
43. C -1.14
44. C -0.27
45. O -0.21
46. C 0.04
47. O -0.53
48. C 1.15
49. F -0.31
50. F -0.09
51. F -0.25
52. H 0.32
53. H 0.31
54. H 0.35
55. H 0.31
56. H 0.31
57. C 0.48
58. C -0.28
59. O -0.16
60. C 0.33
61. O -0.56
62. C 0.90
63. F -0.26
64. F -0.22
65. F -0.28
66. H -0.37
67. H -0.36
68. H 0.38
69. H 0.32
70. H 0.08
71. C -1.44
72. C 0.00
73. O -0.18
74. C 0.43
75. O -0.68
76. C 0.83
77. F -0.27
78. F -0.12
79. F -0.24
80. H 0.34
81. H 0.33
82. H 0.41
83. H 0.31
84. H 0.28
85. C -1.17
86. C 0.51
87. O -0.26
88. C 0.44
89. O -0.57
90. C 0.78
91. F -0.21
92. F -0.28
93. F -0.26
94. H 0.44
95. H -0.03
96. H 0.37
97. H 0.51
98. H -0.30
99. C -0.54